# 1
Formula: C46H48Cl2MgN3O3P2
Source: the OMol25 dataset
Level of theory: ωB97M-V/def2-TZVPD

LUMO energy = -3.386 eV
charge = +1
gap between HOMO and LUMO = 5.80 eV
F_max = 4.07 eV/Å

Positions of all 105 atoms, in Å:
Mg -18.295 -3.695 14.148
C -17.718 -6.854 14.575
C -19.207 -6.598 14.952
N -19.832 -5.405 14.315
C -20.418 -5.744 12.991
C -19.367 -5.720 11.843
N -18.349 -4.701 12.011
C -16.955 -5.097 11.773
C -16.149 -5.545 13.023
N -16.941 -5.616 14.316
H -17.236 -7.420 15.445
H -17.715 -7.487 13.653
H -19.748 -7.538 14.815
H -19.257 -6.486 16.054
H -20.626 -5.150 14.884
H -20.918 -6.705 13.076
H -21.238 -4.999 12.744
H -18.961 -6.713 11.815
H -19.950 -5.492 10.923
H -18.550 -3.964 11.280
H -16.871 -5.931 11.103
H -16.381 -4.249 11.232
H -15.720 -6.546 12.791
H -15.229 -4.890 13.188
H -16.243 -5.493 15.118
Cl -23.755 0.760 16.123
C -22.433 -0.090 15.384
C -22.535 -0.484 14.013
C -21.520 -1.173 13.366
Cl -21.652 -1.506 11.690
C -20.359 -1.596 14.079
O -19.390 -2.191 13.452
C -20.337 -1.307 15.534
C -19.429 -1.947 16.363
O -18.615 -2.882 15.997
C -21.283 -0.412 16.126
H -23.452 -0.184 13.492
H -19.352 -1.668 17.443
H -21.183 -0.232 17.166
C -22.671 -0.076 5.627
P -22.010 -0.874 7.182
C -20.171 -0.803 6.979
C -19.728 -1.011 5.670
C -18.407 -0.716 5.337
C -17.467 -0.431 6.273
C -17.868 -0.381 7.636
C -19.223 -0.531 7.984
C -22.269 -2.654 6.943
C -23.434 -3.108 6.288
C -23.603 -4.470 6.017
C -22.738 -5.419 6.535
C -21.653 -4.928 7.290
C -21.329 -3.598 7.428
P -22.801 1.758 6.006
C -24.590 2.132 6.103
C -25.251 3.050 5.273
C -26.573 3.427 5.486
C -27.232 3.033 6.646
C -26.623 2.085 7.458
C -25.314 1.676 7.252
C -22.071 2.449 4.506
C -20.855 3.195 4.558
C -20.253 3.562 3.340
C -20.951 3.417 2.114
C -22.176 2.729 2.128
C -22.687 2.157 3.270
H -23.585 -0.490 5.217
H -21.910 -0.124 4.899
H -20.410 -1.364 4.901
H -18.111 -0.781 4.291
H -16.446 -0.072 5.970
H -17.090 -0.343 8.460
H -19.450 -0.494 9.068
H -24.197 -2.395 6.070
H -24.409 -4.789 5.319
H -22.865 -6.421 6.178
H -21.074 -5.684 7.847
H -20.429 -3.322 7.983
H -24.691 3.441 4.402
H -27.033 4.051 4.711
H -28.277 3.318 6.741
H -27.125 1.642 8.305
H -24.861 0.970 7.915
H -20.453 3.458 5.562
H -19.266 4.080 3.337
H -20.620 3.915 1.197
H -22.747 2.702 1.212
H -23.681 1.686 3.128
C -14.939 -2.115 15.273
C -15.991 -1.860 14.208
O -16.610 -2.883 13.721
C -16.123 -0.514 13.736
C -15.169 0.410 14.226
C -14.986 1.646 13.552
C -15.679 1.889 12.378
C -16.706 1.010 11.948
C -16.991 -0.078 12.672
H -14.914 -3.134 15.559
H -15.235 -1.536 16.187
H -13.967 -1.803 14.902
H -14.585 0.197 15.083
H -14.193 2.286 13.975
H -15.546 2.815 11.806
H -17.185 1.190 10.971
H -17.794 -0.772 12.535

These are the Mulliken partial charges, in e, on atoms 1 to 99: number 1, Mg, carries 2.227; number 2, C, carries -0.694; number 3, C, carries -0.827; number 4, N, carries -0.433; number 5, C, carries -0.848; number 6, C, carries -0.654; number 7, N, carries -0.035; number 8, C, carries -0.726; number 9, C, carries -0.675; number 10, N, carries -0.321; number 11, H, carries 0.406; number 12, H, carries 0.274; number 13, H, carries 0.398; number 14, H, carries 0.467; number 15, H, carries 0.290; number 16, H, carries 0.472; number 17, H, carries 0.378; number 18, H, carries 0.345; number 19, H, carries 0.323; number 20, H, carries 0.153; number 21, H, carries 0.470; number 22, H, carries 0.274; number 23, H, carries 0.567; number 24, H, carries 0.191; number 25, H, carries 0.310; number 26, Cl, carries -0.206; number 27, C, carries 0.205; number 28, C, carries -0.588; number 29, C, carries 0.130; number 30, Cl, carries 0.024; number 31, C, carries -0.014; number 32, O, carries -0.840; number 33, C, carries 0.860; number 34, C, carries -0.367; number 35, O, carries -0.680; number 36, C, carries -1.126; number 37, H, carries 0.442; number 38, H, carries 0.295; number 39, H, carries 0.460; number 40, C, carries -1.343; number 41, P, carries 0.453; number 42, C, carries 0.373; number 43, C, carries -0.594; number 44, C, carries -0.762; number 45, C, carries -0.569; number 46, C, carries -0.162; number 47, C, carries -0.148; number 48, C, carries 0.792; number 49, C, carries -0.695; number 50, C, carries -0.325; number 51, C, carries -0.746; number 52, C, carries -0.201; number 53, C, carries -0.684; number 54, P, carries -0.058; number 55, C, carries 0.381; number 56, C, carries -0.253; number 57, C, carries -0.432; number 58, C, carries -0.632; number 59, C, carries -0.380; number 60, C, carries -0.662; number 61, C, carries 0.421; number 62, C, carries -0.511; number 63, C, carries -0.468; number 64, C, carries -0.511; number 65, C, carries -0.573; number 66, C, carries -0.217; number 67, H, carries 0.574; number 68, H, carries 0.568; number 69, H, carries 0.509; number 70, H, carries 0.400; number 71, H, carries 0.313; number 72, H, carries 0.283; number 73, H, carries 0.400; number 74, H, carries 0.416; number 75, H, carries 0.317; number 76, H, carries 0.385; number 77, H, carries 0.318; number 78, H, carries 0.318; number 79, H, carries 0.374; number 80, H, carries 0.346; number 81, H, carries 0.336; number 82, H, carries 0.368; number 83, H, carries 0.405; number 84, H, carries 0.340; number 85, H, carries 0.346; number 86, H, carries 0.379; number 87, H, carries 0.363; number 88, H, carries 0.462; number 89, C, carries -1.683; number 90, C, carries 0.921; number 91, O, carries -0.529; number 92, C, carries 0.615; number 93, C, carries -0.525; number 94, C, carries -0.862; number 95, C, carries -0.336; number 96, C, carries -0.705; number 97, C, carries 0.006; number 98, H, carries 0.290; number 99, H, carries 0.407


# 2
Formula: C26H22Cl5NO3Ru
Source: the OMol25 dataset
Level of theory: ωB97M-V/def2-TZVPD

2S+1 = 2
LUMO energy (alpha / beta) = -4.068 / -4.531 eV
charge = +1
⟨S²⟩ = 0.760
gap between HOMO and LUMO (alpha / beta) = 6.94 / 6.45 eV
F_max = 0.63 eV/Å

Positions of all 58 atoms, in Å:
Ru 0.024 -0.584 -0.080
C -0.852 -3.688 1.279
C -1.198 -2.648 0.249
C -0.706 -2.712 -1.079
C 0.308 -3.761 -1.457
C -1.279 -1.869 -2.071
C -0.896 -1.987 -3.515
C -2.163 -0.844 -1.697
C -2.766 0.044 -2.733
C -2.351 -0.556 -0.320
C -3.067 0.705 0.083
C -2.006 -1.546 0.639
C -2.522 -1.477 2.048
H -0.143 -3.298 2.011
H -0.439 -4.588 0.835
H -1.752 -3.975 1.821
H -0.187 -4.645 -1.866
H 0.899 -4.069 -0.600
H 0.999 -3.389 -2.209
H -1.751 -2.333 -4.101
H -0.085 -2.686 -3.684
H -0.602 -1.011 -3.905
H -2.059 0.843 -2.978
H -3.690 0.498 -2.387
H -2.976 -0.505 -3.648
H -4.148 0.551 0.115
H -2.855 1.504 -0.624
H -2.741 1.045 1.062
H -3.287 -2.248 2.168
H -2.984 -0.523 2.275
H -1.739 -1.671 2.776
Cl 5.324 2.849 -3.129
C 3.814 2.154 -2.721
C 3.755 1.119 -1.797
Cl 5.169 0.505 -1.048
C 2.515 0.584 -1.479
Cl 2.384 -0.714 -0.308
C 1.319 1.017 -2.040
O 0.148 0.490 -1.728
C 1.401 2.062 -2.972
Cl -0.058 2.630 -3.674
C 2.629 2.620 -3.306
Cl 2.695 3.899 -4.440
O 0.650 3.270 0.338
C 0.621 2.452 1.211
N 0.252 1.097 1.074
C 0.529 0.422 2.189
O 0.412 -0.836 2.101
C 0.985 1.328 3.258
C 1.329 1.134 4.578
C 1.753 2.254 5.290
C 1.828 3.504 4.687
C 1.482 3.688 3.348
C 1.057 2.582 2.649
H 1.280 0.157 5.039
H 2.034 2.148 6.329
H 2.165 4.352 5.268
H 1.542 4.659 2.875

Let us look at the Mulliken charges, expressed in e, one per atom: number 1, Ru, carries -0.066; number 2, C, carries -2.072; number 3, C, carries 1.436; number 4, C, carries 0.637; number 5, C, carries -2.465; number 6, C, carries 1.952; number 7, C, carries -2.135; number 8, C, carries 1.148; number 9, C, carries -2.081; number 10, C, carries 2.197; number 11, C, carries -2.744; number 12, C, carries -0.367; number 13, C, carries -2.142; number 14, H, carries 0.281; number 15, H, carries 0.507; number 16, H, carries 0.405; number 17, H, carries 0.323; number 18, H, carries 0.569; number 19, H, carries 0.583; number 20, H, carries 0.398; number 21, H, carries 0.403; number 22, H, carries 0.361; number 23, H, carries 0.253; number 24, H, carries 0.454; number 25, H, carries 0.439; number 26, H, carries 0.314; number 27, H, carries 0.583; number 28, H, carries 0.619; number 29, H, carries 0.387; number 30, H, carries 0.396; number 31, H, carries 0.439; number 32, Cl, carries -0.169; number 33, C, carries 0.349; number 34, C, carries -0.167; number 35, Cl, carries -0.190; number 36, C, carries 1.088; number 37, Cl, carries -0.168; number 38, C, carries -1.412; number 39, O, carries 0.511; number 40, C, carries 0.429; number 41, Cl, carries -0.207; number 42, C, carries 0.171; number 43, Cl, carries -0.166; number 44, O, carries -0.630; number 45, C, carries -0.182; number 46, N, carries 0.673; number 47, C, carries 0.481; number 48, O, carries -0.687; number 49, C, carries 0.293; number 50, C, carries -0.451; number 51, C, carries -0.608; number 52, C, carries -0.470; number 53, C, carries -0.563; number 54, C, carries 0.191; number 55, H, carries 0.510; number 56, H, carries 0.425; number 57, H, carries 0.424; number 58, H, carries 0.512


ΔE to the lowest compared entry with this formula, charge and spin values (in kcal/mol) by entry order: 22.80, 1.81.